1.
C3H4BrNO | ωB97M-V with the def2-TZVPD basis set

Element x y z (Å)
C: -0.830 -0.276 -0.442
C: 0.605 -0.401 0.048
C: -0.654 1.237 1.105
N: -1.492 0.600 0.182
O: 0.677 0.806 0.889
Br: -1.098 0.587 3.032
H: -1.243 -1.065 -1.159
H: 0.805 -1.148 0.803
H: 1.349 -0.305 -0.815
H: -0.782 2.245 1.034

F_max = 0.0770 Eh/bohr
Net charge = 0
E_tot = -76754.534 eV
Frontier orbital gap = 0.373 hartree
SMILES = Br[C@@H]1N=CCO1

=====

2.
C54H69LiN2O7S | ωB97M-V with the def2-TZVPD basis set

Element x y z (Å)
Li: -0.791 0.102 -0.208
C: -3.843 -3.256 -2.570
N: -3.564 -1.854 -2.380
C: -4.053 -1.054 -3.482
C: -4.101 -1.345 -1.122
C: -3.319 -1.727 0.142
N: -2.541 -0.643 0.721
C: -1.751 -1.125 1.854
C: -0.616 -2.099 1.561
C: -0.074 -2.675 2.702
C: 0.985 -3.570 2.676
C: 1.416 -3.957 1.408
C: 0.911 -3.417 0.229
C: -0.044 -2.346 0.273
O: -0.372 -1.655 -0.780
C: 1.429 -3.897 -1.129
C: 2.314 -5.146 -1.044
C: 2.266 -2.780 -1.770
C: 0.231 -4.266 -2.019
C: 1.618 -4.107 3.961
C: 3.080 -4.513 3.729
C: 1.606 -3.029 5.056
C: 0.845 -5.335 4.461
C: -3.370 0.486 1.146
C: -2.629 1.790 1.305
C: -2.659 2.427 2.534
C: -2.053 3.657 2.741
C: -1.478 4.253 1.618
C: -1.414 3.661 0.362
C: -1.915 2.330 0.194
O: -1.745 1.625 -0.888
C: -0.686 4.360 -0.790
C: 0.683 3.685 -0.971
C: -1.507 4.261 -2.084
C: -0.442 5.853 -0.535
C: -1.870 4.286 4.121
C: -2.450 5.705 4.156
C: -0.366 4.338 4.445
C: -2.546 3.458 5.216
H: -4.925 -3.459 -2.693
H: -3.488 -3.822 -1.707
H: -3.321 -3.631 -3.454
H: -5.159 -1.045 -3.541
H: -3.677 -1.445 -4.431
H: -3.712 -0.026 -3.354
H: -5.147 -1.685 -1.011
H: -4.122 -0.261 -1.217
H: -2.619 -2.530 -0.102
H: -4.024 -2.117 0.902
H: -2.432 -1.618 2.575
H: -1.335 -0.250 2.364
H: -0.504 -2.368 3.653
H: 2.186 -4.712 1.336
H: 3.259 -4.945 -0.531
H: 2.553 -5.472 -2.062
H: 1.808 -5.970 -0.532
H: 3.152 -2.588 -1.158
H: 1.695 -1.855 -1.817
H: 2.592 -3.057 -2.781
H: -0.231 -5.186 -1.645
H: 0.555 -4.437 -3.053
H: -0.511 -3.467 -2.007
H: 3.638 -3.691 3.274
H: 3.162 -5.383 3.073
H: 3.552 -4.770 4.683
H: 2.040 -2.097 4.687
H: 2.182 -3.368 5.924
H: 0.593 -2.808 5.396
H: 0.820 -6.109 3.689
H: -0.188 -5.063 4.696
H: 1.307 -5.757 5.363
H: -3.878 0.241 2.098
H: -4.159 0.633 0.406
H: -3.146 1.908 3.354
H: -1.022 5.227 1.747
H: 0.576 2.611 -1.119
H: 1.286 3.821 -0.069
H: 1.225 4.115 -1.824
H: -1.795 3.228 -2.276
H: -0.923 4.636 -2.933
H: -2.415 4.869 -1.997
H: 0.285 6.024 0.263
H: -1.369 6.375 -0.277
H: -0.040 6.304 -1.449
H: -2.033 6.322 3.357
H: -2.228 6.192 5.114
H: -3.536 5.678 4.026
H: 0.162 4.991 3.747
H: 0.064 3.337 4.353
H: -0.200 4.715 5.462
H: -3.623 3.372 5.047
H: -2.391 3.939 6.188
H: -2.119 2.454 5.258
O: 1.856 0.666 -2.424
S: 0.437 0.398 -2.794
C: 0.477 -0.920 -4.036
C: -0.593 -1.790 -4.119
C: -0.585 -2.774 -5.101
C: 0.501 -2.893 -5.958
C: 1.592 -2.035 -5.827
C: 1.583 -1.043 -4.861
C: 0.049 1.696 -4.021
C: -1.169 1.767 -4.680
C: -1.396 2.790 -5.587
C: -0.409 3.741 -5.831
C: 0.804 3.663 -5.161
C: 1.032 2.641 -4.247
H: -1.390 -1.722 -3.382
H: -1.410 -3.474 -5.171
H: 0.513 -3.671 -6.711
H: 2.450 -2.148 -6.479
H: 2.422 -0.371 -4.718
H: -1.940 1.030 -4.487
H: -2.349 2.852 -6.099
H: -0.591 4.541 -6.539
H: 1.569 4.410 -5.334
H: 1.961 2.561 -3.694
O: 0.530 0.980 3.173
C: 1.096 0.824 2.076
O: 0.585 0.656 0.938
C: 2.629 0.811 2.071
C: 3.337 0.997 3.250
C: 4.737 0.957 3.282
C: 5.368 0.720 2.088
O: 6.727 0.628 1.847
C: 6.854 0.359 0.452
O: 5.561 0.319 -0.123
C: 4.669 0.536 0.916
C: 3.301 0.576 0.861
H: 2.762 1.164 4.153
H: 5.298 1.097 4.197
H: 7.350 -0.607 0.312
H: 7.440 1.154 -0.017
H: 2.730 0.437 -0.052

F_max = 0.0092 Eh/bohr
Net charge = -2
E_tot = -85475.257 eV
Frontier orbital gap = 0.205 hartree

=====

3.
C27H55Li2N4O13 | ωB97M-V with the def2-TZVPD basis set

Element x y z (Å)
Li: 11.712 32.191 -21.420
Li: 13.343 30.922 -24.348
C: 16.783 33.304 -23.069
C: 16.387 32.966 -24.382
C: 14.902 32.723 -24.613
O: 14.463 32.344 -25.723
C: 14.012 32.778 -23.529
C: 14.438 32.939 -22.199
C: 15.895 33.351 -21.966
O: 16.239 33.665 -20.812
O: 13.679 32.689 -21.228
O: 17.203 32.782 -25.294
H: 17.821 33.459 -22.815
H: 12.942 32.725 -23.694
C: 10.663 28.646 -22.796
C: 10.937 30.078 -22.493
O: 10.354 30.604 -21.491
O: 11.718 30.760 -23.181
H: 9.604 28.560 -23.031
H: 10.807 27.998 -21.935
H: 11.202 28.278 -23.663
C: 11.064 29.831 -26.670
O: 12.096 30.070 -26.069
N: 9.850 30.334 -26.260
N: 10.997 29.153 -27.864
H: 9.824 30.870 -25.407
H: 9.046 30.401 -26.857
H: 11.775 28.769 -28.363
H: 10.102 29.139 -28.320
C: 10.681 21.167 -22.992
C: 10.104 22.486 -22.444
C: 11.041 23.054 -21.388
C: 12.229 23.834 -21.945
C: 11.682 24.919 -22.888
C: 10.864 24.383 -24.059
N: 9.915 23.405 -23.546
O: 8.858 23.059 -24.406
C: 10.092 25.548 -24.669
C: 11.833 23.772 -25.090
C: 8.782 22.182 -21.716
H: 10.547 20.319 -22.311
H: 11.767 21.275 -23.099
H: 10.308 20.864 -23.970
H: 10.559 23.644 -20.608
H: 11.474 22.213 -20.830
H: 13.068 23.256 -22.329
H: 12.655 24.465 -21.155
H: 12.537 25.481 -23.276
H: 11.094 25.630 -22.302
H: 10.693 26.458 -24.629
H: 9.839 25.397 -25.720
H: 9.179 25.802 -24.122
H: 12.613 24.503 -25.307
H: 12.309 22.874 -24.693
H: 11.299 23.412 -25.971
H: 8.084 21.802 -22.470
H: 8.308 23.113 -21.396
H: 8.919 21.439 -20.939
H: 8.277 23.828 -24.374
C: 5.799 26.353 -23.479
C: 5.547 27.352 -24.620
C: 5.232 26.591 -25.913
C: 3.823 26.011 -25.845
C: 2.790 27.112 -25.668
C: 3.046 27.983 -24.424
N: 4.474 28.298 -24.382
O: 4.818 29.145 -23.309
C: 2.305 29.296 -24.618
C: 2.519 27.252 -23.169
C: 6.854 28.096 -24.890
H: 6.316 26.775 -22.619
H: 6.372 25.507 -23.871
H: 4.887 25.890 -23.092
H: 5.265 27.273 -26.765
H: 5.936 25.779 -26.097
H: 3.705 25.327 -25.002
H: 3.636 25.463 -26.772
H: 1.813 26.620 -25.592
H: 2.685 27.745 -26.553
H: 1.229 29.243 -24.452
H: 2.642 30.077 -23.926
H: 2.542 29.760 -25.579
H: 1.429 27.286 -23.157
H: 2.694 26.176 -23.275
H: 2.977 27.589 -22.242
H: 7.730 27.446 -24.841
H: 7.098 28.883 -24.167
H: 6.829 28.621 -25.847
H: 4.699 28.643 -22.487
O: 8.329 31.363 -19.604
H: 9.076 31.042 -20.131
H: 8.087 32.199 -20.011
O: 10.070 27.670 -19.022
H: 10.464 28.073 -19.801
H: 9.529 26.954 -19.370
O: 7.679 28.333 -21.241
H: 8.062 28.474 -22.109
H: 8.052 29.034 -20.691
O: 8.820 31.985 -23.796
H: 9.365 31.734 -23.040
H: 7.917 31.804 -23.515

F_max = 0.0363 Eh/bohr
Net charge = -1
E_tot = -61883.089 eV
Frontier orbital gap = 0.187 hartree

=====

4.
C29H40BrN3ORhSb | ωB97M-V with the def2-TZVPD basis set

Element x y z (Å)
Rh: -1.039 -1.676 -0.929
Br: 6.898 4.275 2.189
C: 6.046 2.710 2.852
C: 6.705 1.911 3.775
C: 6.083 0.788 4.277
C: 4.789 0.428 3.854
C: 4.128 1.280 2.938
C: 4.757 2.401 2.441
N: 4.259 -0.727 4.352
N: 3.114 -1.189 4.047
C: 2.672 -1.487 2.821
C: 3.510 -1.493 1.679
C: 2.995 -1.558 0.412
C: 1.602 -1.640 0.182
O: 1.102 -1.612 -0.994
C: 0.750 -1.777 1.334
N: -0.585 -1.936 1.105
C: -1.393 -2.107 2.133
C: -0.943 -2.136 3.457
C: 0.393 -1.951 3.717
C: 1.275 -1.762 2.645
H: 7.709 2.158 4.091
H: 6.577 0.157 5.002
H: 3.113 1.058 2.637
H: 4.249 3.047 1.737
H: 4.578 -1.412 1.840
H: 3.646 -1.520 -0.451
H: -2.446 -2.231 1.920
H: -1.645 -2.299 4.262
H: 0.791 -1.954 4.722
C: 1.440 3.030 -1.479
C: 0.043 3.040 -0.878
C: 0.053 3.402 0.600
Sb: -0.959 1.056 -1.136
C: -0.943 0.935 -3.338
C: 0.335 0.238 -3.794
C: -1.154 2.258 -4.062
C: -3.054 1.659 -0.828
C: -3.427 1.328 0.614
C: -3.361 3.114 -1.150
H: 1.916 4.005 -1.340
H: 1.407 2.828 -2.549
H: 2.069 2.272 -1.009
H: -0.592 3.739 -1.425
H: 0.698 2.725 1.165
H: -0.951 3.348 1.024
H: 0.422 4.421 0.741
H: -1.792 0.275 -3.546
H: 1.213 0.864 -3.627
H: 0.279 0.009 -4.861
H: 0.483 -0.695 -3.250
H: -0.416 3.007 -3.772
H: -2.147 2.662 -3.866
H: -1.067 2.105 -5.141
H: -3.619 1.005 -1.498
H: -2.893 1.977 1.312
H: -3.172 0.291 0.847
H: -4.498 1.473 0.781
H: -2.777 3.789 -0.524
H: -4.419 3.315 -0.959
H: -3.165 3.351 -2.195
C: -2.334 -3.649 -2.835
C: -3.228 -3.379 -1.610
C: -4.702 -3.579 -1.981
C: -2.849 -4.397 -0.511
C: -2.942 -2.001 -1.070
H: -2.382 -4.699 -3.128
H: -1.286 -3.405 -2.594
H: -2.649 -3.041 -3.683
H: -4.840 -4.555 -2.451
H: -5.037 -2.814 -2.683
H: -5.331 -3.534 -1.090
H: -3.098 -5.406 -0.843
H: -3.389 -4.190 0.414
H: -1.778 -4.346 -0.312
H: -3.796 -1.576 -0.529

F_max = 0.0573 Eh/bohr
Net charge = 0
E_tot = -116823.079 eV
Frontier orbital gap (spin up / spin down) = 0.200 / 0.200 hartree

=====

5.
C26H37F2OSi | ωB97M-V with the def2-TZVPD basis set

Element x y z (Å)
C: 2.000 -0.755 4.346
C: 1.936 -2.039 3.502
C: 3.194 -2.287 2.660
Si: 0.325 -2.113 2.449
C: 0.368 -3.564 1.198
C: -0.488 -3.292 -0.041
C: -0.006 -4.916 1.839
C: -1.161 -2.475 3.602
C: -1.945 -1.210 3.922
C: -0.708 -3.242 4.851
O: -0.073 -0.643 1.646
C: 0.559 0.167 0.788
C: -0.141 1.172 0.001
H: 2.854 -0.852 5.035
H: 2.152 0.156 3.737
H: 1.109 -0.619 4.983
H: 1.847 -2.897 4.198
H: 4.064 -2.116 3.310
H: 3.252 -3.325 2.289
H: 3.282 -1.612 1.791
H: 1.425 -3.622 0.892
H: -0.425 -4.175 -0.692
H: -1.551 -3.136 0.204
H: -0.126 -2.427 -0.618
H: 0.243 -5.700 1.104
H: 0.547 -5.146 2.764
H: -1.085 -5.006 2.063
H: -1.823 -3.150 3.036
H: -2.770 -1.466 4.602
H: -1.337 -0.425 4.395
H: -2.407 -0.793 3.017
H: -1.604 -3.563 5.401
H: -0.132 -4.158 4.643
H: -0.095 -2.633 5.531
H: 1.674 0.232 0.886
H: 0.594 1.969 -0.199
H: -1.100 1.425 0.441
C: 3.393 -0.053 -5.304
C: 2.280 0.292 -4.367
C: 1.188 0.987 -4.840
F: 1.110 1.272 -6.176
C: 0.179 1.504 -4.009
C: 0.107 1.102 -2.645
C: -0.859 1.546 -1.571
C: -1.394 2.946 -1.731
C: -0.826 3.976 -2.526
C: -1.565 5.123 -2.921
F: -0.912 5.986 -3.783
C: -2.861 5.400 -2.483
C: -3.676 6.566 -3.000
C: -3.349 4.439 -1.568
C: -2.626 3.300 -1.175
C: 1.147 0.309 -2.241
C: 2.226 -0.078 -2.999
H: 4.190 -0.612 -4.797
H: 3.030 -0.666 -6.137
H: 3.852 0.831 -5.766
H: -0.511 2.174 -4.448
H: -1.718 0.775 -1.505
H: 0.160 3.864 -2.963
H: -4.558 6.696 -2.350
H: -3.125 7.495 -2.923
H: -4.033 6.495 -4.035
H: -4.346 4.557 -1.109
H: -3.107 2.569 -0.528
H: 1.114 0.041 -1.179
H: 3.042 -0.602 -2.499

F_max = 0.0843 Eh/bohr
Net charge = +1
E_tot = -42914.811 eV
Frontier orbital gap = 0.248 hartree